[1]
Density functional theory data (the ωB97M-V functional and the def2-TZVPD basis) for a structure of composition C5H8O2.

Results
HOMO level (alpha / beta) = -7.3 / -7.1 eV
HOMO-LUMO gap (alpha / beta) = 8.26 / 8.03 eV
energy relative to the best compared isomer or geometry (same formula, charge and spin) = 131.6 kcal per mole
lowest unoccupied orbital energy (alpha / beta) = 1.00 / 0.90 eV
calculated total energy = -9404.1245 eV

Geometry as ORCA input:
```
! wB97M-V def2-TZVPD RIJCOSX def2/J DEFGRID3
* xyz 0 1
O 2.0638 -1.3238 0.0964
C 1.4351 -0.2147 0.6039
C 1.2907 0.9780 0.0032
C -1.2234 0.8943 -0.5990
C -1.5504 -0.0474 0.5591
C -0.9159 -1.0382 -0.3317
O -0.9216 -0.2186 -1.3683
H 2.3944 -1.1073 -0.7849
H 1.1757 -0.3683 1.6472
H 0.9686 1.8524 0.5494
H 1.5790 1.1307 -1.0353
H -1.9046 1.6036 -1.0673
H -1.2119 0.1040 1.5842
H -2.6376 -0.1960 0.5259
H -0.5420 -2.0488 -0.3828
*
```

[2]
Density functional theory data (the ωB97M-V functional and the def2-TZVPD basis) for a structure of composition C4F18KN2O8PS4.

Results
HOMO level = -4.1 eV
HOMO-LUMO gap = 8.66 eV
energy relative to the best compared isomer or geometry (same formula, charge and spin) = 625.3 kcal per mole
lowest unoccupied orbital energy = 4.54 eV
calculated total energy = -141360.8379 eV

Geometry as ORCA input:
```
! wB97M-V def2-TZVPD RIJCOSX def2/J DEFGRID3
* xyz -2 1
K -0.5868 -0.1445 -0.3700
P -2.3889 1.4125 -1.0793
F -2.3510 3.0474 -1.0564
F -0.7430 1.4005 -1.4895
F -2.0430 1.1732 0.4480
F -2.2379 -0.1734 -1.2325
F -3.9545 1.3868 -0.6327
F -2.9408 1.5158 -2.7008
C 1.3903 1.9171 0.0613
F 1.0458 1.2794 1.1891
F 0.3418 2.2936 -0.5075
F 2.1935 2.9414 0.4315
S 2.2821 0.7426 -1.1707
O 2.6987 1.6288 -2.3193
O 3.3377 0.1521 -0.3533
N 0.9468 -0.3750 -1.4714
S 1.2417 -0.9997 -2.8083
O 0.3159 -0.5740 -3.8285
O 2.6636 -1.1046 -3.2466
C 0.7639 -2.8642 -2.4445
F -0.4156 -2.9776 -1.7668
F 0.7619 -3.5078 -3.5838
F 1.6976 -3.4856 -1.7400
C 0.4345 -2.4947 1.0382
F 0.4971 -3.7122 1.6862
F 1.4918 -1.8446 1.3524
F 0.3245 -2.6113 -0.3581
S -1.0963 -1.6354 1.7168
O -2.0824 -2.0281 0.7123
O -1.3521 -2.1497 3.0522
N -0.5980 0.0259 1.4232
S -0.8401 0.5790 2.8444
O -2.2103 0.8874 3.2330
O 0.0460 0.0110 3.8838
C 0.1239 2.2701 2.7437
F 1.4651 2.1138 2.4074
F -0.4234 3.1482 1.9886
F 0.2002 2.7560 3.9479
*
```

[3]
Density functional theory data (the ωB97M-V functional and the def2-TZVPD basis) for a cluster of 10 separate species, C51H53Cl2F7O6 in total.

Results
HOMO level = -9.3 eV
HOMO-LUMO gap = 9.78 eV
SMILES = CCOC(=O)OC.CCOC(=O)OC.Fc1ccccc1.Fc1ccccc1.Fc1ccccc1.Fc1ccccc1.Fc1ccccc1.Fc1ccccc1.Fc1ccccc1.ClCCl
lowest unoccupied orbital energy = 0.53 eV
calculated total energy = -110096.2007 eV

Geometry as ORCA input:
```
! wB97M-V def2-TZVPD RIJCOSX def2/J DEFGRID3
* xyz 0 1
C -0.5059 0.7205 0.7598
Cl -2.0356 -0.1062 0.2447
Cl 0.3581 -0.1445 2.1013
H 0.1363 0.8341 -0.1135
H -0.8405 1.6901 1.1287
C 3.4317 -2.7823 3.2806
C 4.8508 -3.0505 2.9004
O 4.9902 -3.6474 1.5683
C 4.7956 -4.9578 1.3413
O 4.7540 -5.8949 2.1419
O 4.6386 -5.1179 -0.0047
C 4.4685 -6.4815 -0.6205
H 2.7821 -3.6546 3.3532
H 2.8244 -2.2125 2.5773
H 3.3227 -2.4913 4.3254
H 5.2317 -3.7463 3.6479
H 5.5838 -2.2450 2.8560
H 4.2057 -7.2544 0.1018
H 5.4372 -6.7213 -1.0589
H 3.5818 -6.5810 -1.2465
C -2.9495 -3.7306 -3.6420
C -3.0562 -3.4963 -2.1593
O -1.7500 -3.4138 -1.4981
C -1.6917 -3.9049 -0.2431
O -2.5261 -4.5740 0.3132
O -0.3923 -3.6711 0.2603
C -0.0869 -3.9435 1.5915
H -2.5730 -4.7186 -3.9070
H -2.3107 -3.0185 -4.1645
H -3.9859 -3.5870 -3.9478
H -3.7764 -4.1741 -1.7009
H -3.4676 -2.4904 -2.0757
H 0.9357 -3.6491 1.8278
H -0.0573 -5.0077 1.8258
H -0.7129 -3.5360 2.3853
F -3.5314 -0.3241 -8.6250
C -3.4082 -0.2662 -7.2923
C -4.5203 0.0225 -6.5452
C -4.3629 0.1145 -5.1496
C -3.1500 -0.2058 -4.5523
C -2.0800 -0.5170 -5.3553
C -2.2205 -0.5428 -6.7147
H -5.5360 0.0816 -6.9077
H -5.3128 0.3230 -4.6799
H -3.1220 -0.0859 -3.4794
H -1.0946 -0.6953 -4.9509
H -1.3884 -0.7625 -7.3672
F -1.3808 -5.2909 5.9581
C -2.0807 -4.4892 5.0947
C -3.3124 -4.9526 4.6389
C -4.0302 -4.1417 3.7918
C -3.6400 -2.8034 3.5116
C -2.3556 -2.4402 3.9291
C -1.5663 -3.3027 4.7196
H -3.6850 -5.8214 5.1611
H -4.9607 -4.5751 3.4559
H -4.2820 -2.1832 2.9037
H -1.9243 -1.5208 3.5616
H -0.5660 -3.0758 5.0578
F 2.8987 3.3710 4.4964
C 3.4603 2.7788 3.4615
C 4.8472 2.7348 3.4137
C 5.5113 2.2769 2.2253
C 4.7754 1.7895 1.1177
C 3.3467 1.8292 1.2395
C 2.7076 2.3110 2.3926
H 5.4185 3.1072 4.2512
H 6.5895 2.2295 2.1840
H 5.3067 1.4393 0.2451
H 2.7617 1.4310 0.4236
H 1.6412 2.2280 2.2433
F 0.8336 0.3543 -3.3895
C 1.7276 -0.3249 -2.6652
C 1.3103 -1.3904 -1.9462
C 2.2142 -2.1301 -1.2091
C 3.4961 -1.6392 -1.0796
C 3.9498 -0.5082 -1.7928
C 3.0489 0.1226 -2.6558
H 0.3156 -1.7926 -2.0696
H 1.7823 -3.0238 -0.7834
H 4.1392 -2.0793 -0.3319
H 4.9454 -0.0975 -1.7111
H 3.2626 1.0554 -3.1564
F -4.9451 -0.0432 -1.6831
C -5.3138 1.2107 -1.2648
C -5.2441 2.2639 -2.1290
C -5.3662 3.5576 -1.5568
C -5.5652 3.7506 -0.1745
C -5.8134 2.6739 0.6643
C -5.5939 1.3513 0.1400
H -4.9675 2.0596 -3.1528
H -5.1846 4.4207 -2.1800
H -5.6777 4.7038 0.3206
H -6.1250 2.8368 1.6854
H -5.6651 0.4589 0.7441
F 1.1715 5.7051 -3.2751
C 2.1026 5.4965 -2.2733
C 2.9260 4.4006 -2.1741
C 3.8307 4.2522 -1.1684
C 3.9507 5.3360 -0.2164
C 3.1732 6.4577 -0.3432
C 2.1428 6.5004 -1.3178
H 2.8737 3.6773 -2.9744
H 4.4425 3.3626 -1.1946
H 4.7022 5.2645 0.5559
H 3.3126 7.2998 0.3186
H 1.4555 7.3321 -1.3659
F -3.3726 3.7048 2.2720
C -2.1649 4.2388 2.0892
C -1.2353 3.9426 3.1027
C 0.0157 4.5858 3.0282
C 0.3438 5.4419 2.0228
C -0.6063 5.7381 1.0338
C -1.8117 5.0994 1.1007
H -1.4584 3.2371 3.8894
H 0.8052 4.3633 3.7308
H 1.3795 5.7447 1.9778
H -0.3552 6.3718 0.1961
H -2.5524 5.3456 0.3543
*
```